152
Properties=species:S:1:pos:R:3:forces:R:3:mulliken_charge:R:1 method="wB97M-V/def2-TZVPD" total_energy_ha=-3878.3640 charge=0 homo_ev=-8.078 smiles="CCOC(=O)C(F)(F)F.CCOC(=O)C(F)(F)F.CCOC(=O)C(F)(F)F.CCOC(=O)C(F)(F)F.CCN(CC)CC.CCN(CC)CC.CCN(CC)CC.CC(C)=O.CC(C)=O.CC(C)=O"
C 6.552 -5.338 0.408 0.160 -1.579 0.780 -1.1673
C 6.460 -5.032 1.970 -0.498 1.455 -2.399 -0.2310
O 5.137 -4.415 2.231 -0.320 -0.600 0.912 -0.2400
C 4.379 -4.867 3.259 0.626 0.162 -0.483 0.1620
O 4.601 -5.768 4.007 0.622 -0.199 -0.094 -0.5287
C 3.042 -4.102 3.428 0.344 1.169 0.518 1.0765
F 2.477 -3.849 2.283 -0.756 -0.322 -1.540 -0.2471
F 2.231 -4.829 4.184 0.025 0.201 0.024 -0.2638
F 3.193 -2.865 3.991 0.423 -0.894 0.371 -0.2779
H 5.962 -6.191 0.071 -0.507 0.037 0.384 0.3652
H 7.550 -5.705 0.169 0.386 0.184 0.401 0.4113
H 6.382 -4.563 -0.338 -0.277 0.611 0.817 0.2594
H 7.159 -4.198 2.040 -0.008 -0.039 0.745 0.2027
H 6.695 -5.813 2.694 -0.251 -0.133 -0.450 0.4444
C -5.243 0.223 -0.100 -1.021 -0.975 0.984 -0.5350
C -6.716 0.067 0.459 1.777 0.718 -1.199 -0.4416
O -6.919 -1.224 1.065 0.090 -0.457 0.987 -0.3190
C -6.528 -1.368 2.352 0.350 2.955 0.444 0.5596
O -6.045 -0.459 3.021 -0.740 -2.198 -1.045 -0.5836
C -6.829 -2.777 2.940 0.037 -0.055 0.075 0.7203
F -7.376 -2.683 4.214 0.457 -0.276 -2.504 -0.2641
F -7.598 -3.430 2.043 -0.035 0.146 1.622 -0.2124
F -5.683 -3.479 3.068 -0.443 0.368 0.076 -0.2001
H -4.953 -0.522 -0.841 -0.641 0.181 -0.429 -0.0367
H -4.569 -0.050 0.711 0.199 0.817 0.242 0.0567
H -5.131 1.233 -0.496 0.290 -0.089 0.212 0.4193
H -7.387 0.188 -0.392 -0.308 -0.618 0.266 0.3482
H -6.913 0.900 1.134 -0.004 -0.388 0.355 0.4081
C 2.808 1.431 -2.834 0.734 0.674 -2.465 -1.3173
C 1.871 1.841 -1.783 -0.720 -1.468 0.548 1.0081
O 2.582 2.661 -0.794 -1.318 2.159 -0.792 0.0323
C 2.400 4.030 -0.870 -2.158 -0.075 -1.720 0.4492
O 1.628 4.722 -1.587 3.047 -3.124 2.650 -0.5836
C 3.319 4.703 0.192 0.058 0.653 -1.278 0.7913
F 4.382 5.255 -0.428 -0.300 0.379 -0.371 -0.3223
F 2.603 5.656 0.779 -0.056 0.453 0.251 -0.2740
F 3.835 3.938 1.105 -0.103 -1.217 0.986 -0.1578
H 3.817 1.194 -2.495 -0.054 0.296 0.228 0.3050
H 2.795 2.216 -3.591 0.832 0.243 -0.115 0.3054
H 2.493 0.579 -3.436 -0.473 -0.239 0.471 0.2329
H 1.550 0.864 -1.422 0.128 0.464 1.602 -0.7784
H 0.923 2.246 -2.138 0.414 0.800 -0.050 0.1983
C -1.839 4.658 -0.530 1.312 -0.502 -0.367 -0.5807
C -2.173 6.034 -0.111 -1.766 0.238 0.571 -0.5284
O -3.617 6.072 -0.302 -1.133 1.206 -0.418 -0.2067
C -4.281 7.203 -0.075 1.882 2.944 2.416 0.1679
O -3.826 8.226 0.489 -1.388 -3.229 -2.106 -0.5696
C -5.774 7.029 -0.465 1.546 1.306 1.139 0.9832
F -6.128 5.915 0.183 -1.199 0.065 -0.591 -0.2372
F -6.535 8.092 -0.049 0.799 -1.717 -0.788 -0.2355
F -5.817 6.906 -1.789 -0.955 -0.229 0.141 -0.2271
H -1.908 4.516 -1.609 0.258 0.133 -0.010 0.2564
H -2.439 3.862 -0.088 -0.086 0.355 0.391 0.3154
H -0.810 4.577 -0.181 0.262 -0.721 -0.429 0.1532
H -1.745 6.850 -0.692 0.256 -0.209 0.110 0.3894
H -2.015 6.162 0.959 0.260 0.299 -0.069 0.3035
C 0.229 3.668 -5.545 -0.264 -0.961 0.060 -0.9704
C -0.419 2.313 -5.972 0.729 0.122 0.217 -0.5754
N -0.480 1.302 -4.880 1.212 1.158 0.117 0.5814
C -1.479 1.704 -3.863 -1.641 -1.536 -2.236 0.0152
C -2.924 1.314 -4.418 -0.088 1.561 0.930 -1.4807
C -0.565 -0.063 -5.403 -0.642 -0.393 0.804 -1.0075
C -0.260 -1.166 -4.335 0.328 -0.341 -0.045 -0.4902
H 1.081 3.482 -4.892 -0.161 -0.093 0.267 0.0276
H -0.516 4.275 -5.031 0.269 0.252 -0.002 0.2941
H 0.659 4.211 -6.386 -0.435 0.025 -0.198 0.4287
H -1.383 2.503 -6.445 -0.518 0.108 0.209 0.2760
H 0.150 1.923 -6.817 0.351 -0.347 0.281 0.5335
H -1.368 1.188 -2.909 0.500 0.158 0.020 -0.3645
H -1.431 2.791 -3.796 0.044 -0.178 0.462 0.3763
H -3.209 1.941 -5.262 0.486 -0.371 -0.624 0.3182
H -3.118 0.260 -4.619 0.233 0.160 0.108 0.3032
H -3.692 1.687 -3.740 -0.008 -0.393 0.671 0.4513
H 0.108 -0.139 -6.257 0.209 -0.061 0.222 0.4311
H -1.572 -0.136 -5.816 -0.147 -0.801 -0.226 0.3660
H 0.769 -1.097 -3.981 -0.078 0.675 0.369 0.0820
H -0.252 -2.227 -4.583 -0.229 -0.008 -1.556 0.5619
H -0.928 -1.305 -3.485 -0.098 1.233 0.205 -0.0978
C 9.171 -0.033 0.257 -0.555 0.750 -0.004 -1.3893
C 7.707 -0.431 0.285 -1.118 -0.513 0.067 -0.4406
N 6.628 0.599 0.005 -0.291 -1.923 -0.388 0.0560
C 5.248 0.137 0.435 0.599 1.056 -0.537 -0.0972
C 4.592 -1.153 -0.097 0.630 0.257 0.160 -0.6502
C 6.870 1.931 0.530 0.956 -0.240 1.273 -0.3840
C 7.180 2.019 2.097 -0.071 -0.794 -0.243 -1.1661
H 9.821 -0.907 0.301 -0.164 -0.047 0.112 0.4168
H 9.374 0.619 1.107 0.417 0.067 -0.234 0.2748
H 9.380 0.480 -0.682 0.172 0.161 0.063 0.3160
H 7.641 -1.300 -0.369 -0.556 0.383 -0.912 0.4550
H 7.480 -0.972 1.203 0.017 0.399 0.941 0.3951
H 5.300 0.114 1.523 -0.436 -0.431 0.306 0.3000
H 4.622 0.994 0.184 -0.177 0.002 0.018 -0.0109
H 5.216 -1.957 0.294 -0.502 -0.532 -0.233 0.1274
H 3.554 -1.232 0.224 0.216 0.033 0.976 0.0426
H 4.391 -1.280 -1.161 1.011 0.406 -0.373 0.2787
H 6.055 2.594 0.240 -0.087 -0.135 0.115 0.1131
H 7.747 2.268 -0.023 0.159 0.389 0.301 0.4090
H 7.963 1.311 2.370 0.650 0.297 -0.433 0.2825
H 6.460 1.621 2.812 -1.021 0.292 -0.529 0.2997
H 7.449 2.997 2.495 0.086 0.123 -0.466 0.4061
C -5.926 -4.478 -0.433 1.412 1.210 0.559 -0.8320
C -4.974 -3.618 -1.309 1.828 -1.417 0.000 0.3666
N -3.543 -4.110 -1.254 -0.059 -1.444 0.373 0.0255
C -2.644 -3.647 -2.309 -1.181 -0.030 -0.248 -0.2432
C -3.218 -3.860 -3.722 0.537 -0.174 0.094 -1.5781
C -2.912 -3.932 0.089 -0.781 -0.574 -1.291 0.0783
C -1.510 -4.482 0.289 -0.021 0.117 -0.045 -1.4332
H -5.726 -5.545 -0.331 0.037 -0.088 -1.104 0.3363
H -6.950 -4.243 -0.724 -0.014 -0.163 0.536 0.3587
H -5.634 -4.169 0.571 -1.013 0.255 0.303 -0.1687
H -5.357 -3.627 -2.329 0.422 0.033 -0.014 0.4266
H -4.872 -2.587 -0.969 -0.887 0.341 0.184 -0.3436
H -2.445 -2.594 -2.108 0.229 0.676 -0.401 0.2070
H -1.672 -4.138 -2.252 -0.201 -0.238 0.155 0.3469
H -3.453 -4.899 -3.952 -0.235 -0.194 0.569 0.3696
H -4.114 -3.270 -3.916 0.256 0.127 -0.142 0.3634
H -2.437 -3.665 -4.456 -0.074 0.614 -0.062 0.3953
H -3.541 -4.425 0.830 -0.220 0.349 0.038 0.3602
H -2.837 -2.859 0.267 -0.198 0.557 0.471 0.1265
H -1.274 -4.233 1.323 0.389 0.081 -0.008 0.2923
H -0.807 -3.997 -0.387 0.188 -0.035 0.237 0.2887
H -1.399 -5.563 0.204 -0.301 -0.022 -0.245 0.3500
C 0.604 -1.407 1.083 0.823 -0.080 -0.633 -0.9413
C -0.139 -0.632 0.030 -1.106 0.066 2.880 1.3054
C -1.201 0.270 0.687 1.099 -0.191 -1.077 0.1349
O -0.090 -0.773 -1.152 0.487 -0.191 -1.264 -0.6624
H 0.985 -0.758 1.872 0.106 0.236 -0.149 0.5544
H 1.426 -1.961 0.630 -0.104 -0.231 0.173 0.1216
H -0.087 -2.059 1.616 -0.077 -0.192 -0.198 -0.0245
H -2.092 -0.352 0.596 -0.365 0.405 0.220 -0.2718
H -1.218 1.145 0.037 -0.608 0.195 0.222 -0.1433
H -0.923 0.524 1.710 -0.289 -0.016 -0.106 -0.0089
C -0.920 2.676 4.476 0.236 -0.256 -0.857 -0.8342
C 0.218 3.113 3.546 1.628 -0.487 1.119 0.7726
C 0.713 4.570 3.712 -0.980 -0.921 -0.756 -0.8290
O 0.856 2.320 2.861 -1.305 0.987 0.519 -0.4794
H -1.783 3.335 4.377 -0.023 -0.039 0.019 0.4030
H -0.592 2.698 5.516 0.179 0.221 -0.008 0.3880
H -1.184 1.644 4.243 -0.130 0.082 -0.047 -0.0945
H 1.474 4.684 4.484 0.101 -0.348 -0.132 0.3330
H -0.130 5.197 4.002 0.077 0.210 -0.196 0.3712
H 1.098 4.807 2.720 0.180 0.527 0.270 0.0266
C -2.690 -1.488 4.118 1.003 -0.723 -1.037 -0.5044
C -1.564 -2.476 4.437 0.314 -2.006 -0.060 0.7245
C -1.793 -3.274 5.747 0.576 0.346 0.050 -1.3360
O -0.650 -2.834 3.702 -1.216 1.159 0.647 -0.4213
H -2.438 -0.504 4.513 -0.607 -0.141 0.606 0.2051
H -3.599 -2.010 4.416 -0.175 0.792 0.604 0.3419
H -2.801 -1.333 3.045 0.348 -0.118 -0.178 -0.1508
H -2.272 -2.678 6.524 -0.139 -0.042 -0.076 0.3894
H -0.874 -3.700 6.150 0.309 0.431 -0.179 0.3653
H -2.371 -4.180 5.570 -0.498 0.253 -0.380 0.3190